(1)
C16H15F6N3O6PdS3 as an isolated structure at a distorted geometry. Source: the Open Molecules 2025 dataset; level of theory: wB97M-V/def2-TZVPD.

Computed properties:
* frontier orbital gap (spin up / spin down): 8.7947 / 5.8356 eV
* 2S+1: 5
* net charge: +2
* E_tot: -3155.28854 hartree
* energy relative to the best compared isomer or geometry (same formula, charge and spin): 60.7 kJ/mol

CARTESIAN COORDINATES (ANGSTROEM)
Pd 0.13 0.06 -1.01
F -2.39 -4.17 -1.47
C -2.31 -3.27 -2.35
F -2.33 -3.89 -3.56
F -3.33 -2.34 -2.31
S -0.73 -2.31 -2.21
O -1.08 -0.96 -2.69
O -0.39 -2.22 -0.78
N 0.26 -3.03 -3.16
S 1.70 -2.31 -3.25
O 1.81 -1.21 -2.29
O 2.12 -2.12 -4.63
C 2.75 -3.67 -2.55
F 2.31 -3.92 -1.30
F 4.03 -3.27 -2.52
F 2.61 -4.73 -3.32
C -0.90 1.36 7.30
C -0.79 1.14 5.82
C -1.25 0.03 5.17
C -1.08 -0.08 3.69
C -1.59 -1.37 3.06
C -0.36 0.83 2.94
C 0.03 1.95 3.61
C 0.74 3.11 2.84
C -0.11 2.10 5.04
C -0.23 0.64 1.45
O 0.90 0.65 0.91
O -1.28 0.52 0.76
H -1.53 2.34 7.50
H 0.12 1.38 7.76
H -1.42 0.62 7.89
H -1.94 -0.65 5.70
H -1.14 -2.09 3.64
H -1.42 -1.41 2.04
H -2.64 -1.31 3.20
H 1.62 3.34 3.42
H 0.11 4.00 2.93
H 1.00 2.82 1.80
H 0.39 2.97 5.40
S -0.10 2.30 -1.87
C 0.39 2.07 -3.58
N 0.07 1.01 -4.43
C 0.32 0.96 -5.74
C 1.16 1.94 -6.23
C 1.48 2.98 -5.36
N 1.10 3.07 -4.11
H -0.34 0.24 -3.88
H -0.02 0.08 -6.24
H 1.38 2.04 -7.29
H 2.15 3.78 -5.76

---

(2)
A 2-piece molecular cluster, C11H14BCl4NO3 overall at a distorted geometry. Source: the Open Molecules 2025 dataset; level of theory: wB97M-V/def2-TZVPD.

Computed properties:
* frontier orbital gap: 9.0594 eV
* E_tot: -2573.79116 hartree

CARTESIAN COORDINATES (ANGSTROEM)
Cl -2.57 3.16 -1.88
B -1.47 3.29 -0.40
Cl -0.84 4.99 -0.07
Cl -2.54 2.70 1.15
O -0.39 2.25 -0.60
C 0.45 1.96 0.35
C 1.83 1.68 0.03
C 2.77 1.62 1.10
C 4.11 1.50 0.78
C 4.51 1.49 -0.57
Cl 6.19 1.67 -0.92
C 3.56 1.50 -1.60
C 2.21 1.58 -1.31
H 0.20 2.33 1.34
H 2.40 1.77 2.14
H 4.86 1.61 1.57
H 3.92 1.63 -2.62
H 1.46 1.69 -2.12
C -3.32 -4.55 -1.01
C -2.64 -3.94 0.20
O -2.38 -2.52 0.01
C -1.30 -1.97 0.62
C -1.32 -0.42 0.48
N -0.17 0.22 1.09
O -0.36 -2.59 1.12
H -3.60 -5.59 -0.79
H -4.26 -4.06 -1.29
H -2.66 -4.60 -1.89
H -3.32 -3.99 1.06
H -1.72 -4.45 0.44
H -1.32 -0.23 -0.61
H -2.25 -0.01 0.94
H -0.49 0.81 1.89
H 0.42 -0.56 1.36

---

(3)
C30H23ClIrN8O6S as an isolated structure. Source: the Open Molecules 2025 dataset; level of theory: wB97M-V/def2-TZVPD.

Computed properties:
* frontier orbital gap (spin up / spin down): 5.3425 / 2.4850 eV
* 2S+1: 5
* net charge: +1
* E_tot: -3008.53662 hartree
* energy relative to the best compared isomer or geometry (same formula, charge and spin): 70.0 kJ/mol

CARTESIAN COORDINATES (ANGSTROEM)
Ir -1.65 -0.15 -0.22
C -1.40 -0.31 5.44
N -1.93 -0.41 4.09
C -1.33 -0.80 2.97
N -2.15 -0.64 1.95
C -3.28 -0.12 2.53
N -3.18 0.02 3.83
C -0.75 1.03 5.68
C -1.09 1.80 6.80
C -0.53 3.05 7.03
C 0.37 3.58 6.14
C 0.73 2.81 5.01
C 0.18 1.53 4.79
C 1.65 3.34 4.08
N 2.26 4.54 4.14
N 3.08 4.61 3.11
C 2.96 3.46 2.43
O 2.07 2.64 3.01
C 3.71 3.05 1.29
C 4.68 3.91 0.76
C 5.42 3.49 -0.32
C 5.20 2.23 -0.87
C 4.25 1.36 -0.34
C 4.03 -0.02 -0.93
N 2.63 -0.23 -1.24
C 1.65 -0.65 -0.44
N 0.49 -0.47 -1.05
C 0.83 0.05 -2.26
N 2.12 0.22 -2.41
C 3.49 1.78 0.74
H -0.69 -1.13 5.60
H -2.24 -0.45 6.12
H -0.33 -1.21 2.91
H -4.17 0.13 1.97
H -1.82 1.41 7.50
H -0.81 3.62 7.91
H 0.81 4.56 6.28
H 0.46 0.98 3.91
H 4.85 4.88 1.22
H 6.17 4.14 -0.75
H 5.78 1.91 -1.73
H 4.35 -0.80 -0.23
H 4.59 -0.14 -1.86
H 1.79 -1.05 0.55
H 0.11 0.30 -3.01
H 2.72 1.14 1.15
C -1.69 -4.19 -8.40
C -2.37 -5.52 -8.23
O -2.02 -6.54 -8.74
S -3.96 -5.51 -7.30
C -3.54 -4.55 -5.88
C -2.27 -4.58 -5.30
C -1.98 -3.79 -4.21
C -2.95 -2.96 -3.65
C -4.24 -2.98 -4.19
C -4.53 -3.76 -5.29
C -2.63 -2.09 -2.56
C -2.36 -1.36 -1.62
H -0.62 -4.34 -8.49
H -1.92 -3.49 -7.60
H -2.06 -3.77 -9.34
H -1.51 -5.25 -5.71
H -0.99 -3.82 -3.77
H -5.00 -2.35 -3.75
H -5.52 -3.76 -5.72
O -1.19 2.48 2.67
Cl -0.78 2.35 1.31
O 0.09 1.17 1.17
O -0.10 3.51 0.86
O -1.95 2.07 0.47